1.
115
Properties=species:S:1:pos:R:3 method="wB97M-V/def2-TZVPD" orbital_gap_ev=8.83 e_homo_ev=-8.5
C 15.438 -5.821 21.373
C 14.371 -4.701 21.149
C 14.730 -3.942 19.878
S 15.794 -4.974 18.961
O 17.159 -4.449 19.126
O 15.326 -5.230 17.663
C 15.682 -6.395 19.986
H 15.106 -6.535 22.126
H 16.357 -5.347 21.684
H 14.384 -4.005 21.997
H 13.408 -5.166 21.157
H 15.431 -3.154 20.152
H 13.861 -3.566 19.355
H 16.677 -6.833 19.918
H 14.840 -7.018 19.715
C 14.236 -3.611 11.965
C 13.563 -3.274 13.341
C 13.119 -1.830 13.362
S 12.623 -1.573 11.614
O 13.275 -0.379 11.134
O 11.197 -1.542 11.408
C 13.224 -3.125 10.903
H 14.573 -4.639 11.895
H 15.114 -2.994 11.869
H 14.280 -3.536 14.136
H 12.698 -3.943 13.578
H 13.910 -1.082 13.525
H 12.235 -1.579 13.952
H 13.778 -2.823 9.989
H 12.333 -3.753 10.717
C 17.715 -7.244 9.825
C 18.685 -6.427 10.677
C 18.612 -7.038 12.091
S 16.834 -7.243 12.350
O 16.277 -6.065 12.925
O 16.594 -8.481 13.002
C 16.399 -7.264 10.594
H 18.094 -8.242 9.661
H 17.575 -6.834 8.815
H 18.408 -5.362 10.662
H 19.717 -6.488 10.317
H 18.899 -6.310 12.827
H 19.217 -7.931 12.123
H 15.861 -6.328 10.510
H 15.785 -8.121 10.367
C 23.446 -2.424 17.381
C 22.991 -1.289 16.491
O 21.603 -1.100 16.797
C 21.096 0.067 16.294
O 21.698 0.815 15.573
O 19.900 0.288 16.827
C 19.176 1.445 16.336
H 24.443 -2.787 17.112
H 22.773 -3.287 17.371
H 23.495 -2.126 18.422
H 23.101 -1.521 15.462
H 23.531 -0.368 16.724
H 19.763 1.839 15.507
H 19.028 2.187 17.103
H 18.247 1.043 15.925
C 20.784 -2.371 8.491
C 20.287 -3.148 9.709
O 18.870 -2.930 9.995
C 18.647 -2.008 10.975
O 19.529 -1.679 11.773
O 17.328 -1.670 10.984
C 17.034 -0.528 11.822
H 21.866 -2.440 8.346
H 20.432 -1.371 8.633
H 20.290 -2.799 7.605
H 20.879 -2.973 10.612
H 20.421 -4.183 9.440
H 15.993 -0.281 11.645
H 17.736 0.256 11.526
H 17.199 -0.822 12.849
C 22.752 0.136 22.181
C 22.580 -0.206 20.648
O 21.280 -0.785 20.326
C 20.235 0.014 20.302
O 20.227 1.155 20.745
O 19.257 -0.660 19.712
C 18.032 0.048 19.521
H 22.632 -0.678 22.905
H 22.108 0.968 22.462
H 23.753 0.525 22.295
H 23.289 -0.966 20.373
H 22.683 0.780 20.203
H 17.537 -0.485 18.702
H 18.203 1.097 19.251
H 17.491 0.075 20.456
C 21.376 -4.150 14.349
C 21.627 -4.588 12.934
O 21.546 -6.000 12.987
C 21.820 -6.455 11.795
O 22.131 -5.783 10.812
O 21.685 -7.733 11.695
C 21.947 -8.352 10.478
H 22.091 -4.554 15.071
H 20.333 -4.234 14.625
H 21.447 -3.046 14.507
H 22.632 -4.318 12.618
H 20.880 -4.121 12.276
H 23.012 -8.319 10.264
H 21.433 -7.863 9.654
H 21.601 -9.343 10.539
C 18.325 -2.622 16.889
S 16.840 -2.421 16.028
O 16.997 -1.388 14.988
C 16.847 -3.939 15.238
H 18.175 -3.565 17.397
H 18.489 -1.821 17.637
H 19.200 -2.652 16.235
H 17.836 -4.211 14.832
H 16.198 -3.845 14.354
H 16.519 -4.691 15.935



2.
88
Properties=species:S:1:pos:R:3 method="wB97M-V/def2-TZVPD" relative_energy_ev=1.049 orbital_gap_ev="7.08 / 6.56" total_charge=+1 e_homo_ev="-10.4 / -10.4"
Co -0.385 1.315 1.819
Cl 3.611 -2.761 6.035
C 2.468 -1.678 5.309
C 1.114 -1.733 5.677
C 0.193 -0.896 5.099
C 0.564 0.025 4.106
O -0.341 0.831 3.600
C 1.930 0.078 3.758
C 2.372 0.972 2.754
N 1.587 1.599 1.959
C 2.043 2.552 1.016
C 3.279 2.622 0.441
C 3.577 3.656 -0.476
C 2.649 4.608 -0.784
C 1.364 4.555 -0.196
C 0.332 5.489 -0.456
C -0.878 5.344 0.155
C -1.090 4.241 1.001
N -0.163 3.340 1.236
C 1.068 3.505 0.680
C 2.873 -0.770 4.384
H 0.802 -2.451 6.424
H -0.854 -0.930 5.383
H 3.446 1.142 2.677
H 4.039 1.882 0.667
H 4.557 3.688 -0.936
H 2.875 5.407 -1.485
H 0.521 6.312 -1.141
H -1.689 6.045 -0.011
H -2.052 4.082 1.465
H 3.925 -0.702 4.117
Se -0.357 1.394 -1.025
P -2.450 1.467 -0.559
Se -2.757 1.362 1.610
C -3.343 0.114 -1.391
C -3.215 0.020 -2.778
C -3.834 -1.013 -3.463
C -4.575 -1.965 -2.771
C -4.703 -1.879 -1.394
C -4.090 -0.838 -0.698
C -3.185 3.020 -1.149
C -4.225 3.637 -0.450
C -4.763 4.831 -0.917
C -4.268 5.406 -2.080
C -3.238 4.789 -2.779
C -2.692 3.601 -2.314
H -2.624 0.751 -3.318
H -3.738 -1.078 -4.541
H -5.060 -2.772 -3.310
H -5.279 -2.621 -0.849
H -4.188 -0.772 0.374
H -4.612 3.188 0.454
H -5.569 5.308 -0.370
H -4.689 6.338 -2.442
H -2.855 5.239 -3.689
H -1.869 3.137 -2.843
C 0.099 -4.682 -3.404
C -0.087 -4.805 -1.889
C -1.072 -3.793 -1.296
C -0.727 -2.333 -1.562
N 0.601 -1.986 -1.031
C 0.874 -1.446 0.147
S -0.356 -1.052 1.306
N 2.147 -1.294 0.490
C 3.317 -1.543 -0.354
C 3.691 -3.019 -0.538
C 4.271 -3.692 0.716
C 3.236 -4.074 1.783
H 0.731 -5.487 -3.787
H 0.568 -3.734 -3.690
H -0.868 -4.742 -3.918
H 0.883 -4.716 -1.384
H -0.454 -5.807 -1.656
H -1.140 -3.939 -0.213
H -2.069 -3.968 -1.709
H -1.457 -1.686 -1.100
H -0.723 -2.113 -2.627
H 1.388 -2.260 -1.597
H 2.279 -0.934 1.412
H 4.157 -1.039 0.128
H 3.162 -1.054 -1.323
H 4.427 -3.052 -1.347
H 2.824 -3.601 -0.876
H 5.035 -3.038 1.155
H 4.790 -4.599 0.398
H 2.696 -3.207 2.173
H 3.718 -4.565 2.634
H 2.496 -4.771 1.372



Number 1: energy -4202.5241 Ha, maximum force 3.5 eV Å⁻¹. Number 2: energy -9113.4778 Ha, maximum force 2.7 eV Å⁻¹.